No. 1
2 unconnected molecules or ions with the total composition C7H6ClN2O in a non-equilibrium geometry. Source: the Open Molecules 2025 dataset; level of theory: ωB97M-V with the def2-TZVPD basis set.

Values from the calculation:
strongest force on any atom	8.929	eV/Å
HOMO level (alpha / beta)	-12.65 / -14.55	eV
E	-914.769846	hartree
2S+1	3
charge	+1
HOMO-LUMO gap (alpha / beta)	7.22 / 5.39	eV

```
17
Properties=species:S:1:pos:R:3:forces:R:3
C 2.04639 -1.17352 -0.13423 6.51 -2.65 -0.47
C 1.13753 -1.66923 -0.88908 -7.57 3.95 2.61
C -0.02609 -0.80425 -0.44656 0.41 -2.05 -2.66
C -1.19935 -0.64775 -1.41575 -0.84 0.67 -0.18
C -0.98381 1.30577 -0.07221 3.06 -2.02 -2.30
C 0.00402 0.25259 0.45758 1.51 1.49 -1.33
C 1.40238 0.53493 1.03854 -2.73 1.11 -0.02
N 2.29408 -0.29016 0.69548 2.33 1.16 1.86
N -1.72893 0.60942 -1.07931 2.23 -1.43 0.87
O -1.53422 -1.37043 -2.32625 0.51 0.59 1.25
Cl 0.50416 -0.49569 3.30784 -0.67 0.21 -0.43
H 0.92288 -2.34775 -1.59140 0.13 -2.69 -2.68
H -1.51937 1.91781 0.53135 -1.76 1.57 2.19
H -0.19077 1.99078 -0.55918 -0.85 -0.47 0.39
H -0.26039 -0.12850 2.28668 0.14 -0.55 1.41
H 1.72982 1.40719 1.57438 -0.54 0.44 0.33
H -2.59832 0.90878 -1.37787 -1.88 0.66 -0.86
```
Forces are in eV/Å.

---

No. 2
A molecular structure, C22H16F6N4O6RuS2. Source: the Open Molecules 2025 dataset; level of theory: ωB97M-V with the def2-TZVPD basis set.

Values from the calculation:
strongest force on any atom	0.548	eV/Å
HOMO level (alpha / beta)	-5.80 / -5.58	eV
E	-3009.017309	hartree
2S+1	2
charge	-1
HOMO-LUMO gap (alpha / beta)	7.90 / 7.38	eV

```
57
Properties=species:S:1:pos:R:3:forces:R:3
Ru 0.10586 0.32182 0.11106 0.27 -0.27 0.39
F -2.22829 -2.12308 -4.15189 -0.02 -0.04 0.04
C -3.01839 -2.76176 -3.29029 -0.02 0.01 -0.08
F -4.19824 -2.13831 -3.25414 0.00 0.00 0.01
F -3.21297 -4.00489 -3.73516 0.01 0.03 0.04
S -2.29002 -2.76504 -1.59782 -0.04 -0.02 -0.09
O -2.09337 -1.37878 -1.27205 -0.07 0.02 -0.05
O -3.21702 -3.53070 -0.81647 0.02 0.03 0.01
N -0.96756 -3.58283 -1.84924 -0.03 -0.09 -0.09
S 0.49143 -3.08924 -1.60305 0.16 -0.10 0.01
O 0.62389 -2.10817 -0.53991 -0.17 0.18 0.04
O 1.38140 -4.20803 -1.55977 -0.04 0.11 -0.06
C 0.97463 -2.14808 -3.11513 0.03 0.04 0.00
F 2.24945 -1.78486 -3.01570 0.00 0.00 0.01
F 0.22091 -1.06458 -3.26428 0.02 -0.06 0.03
F 0.83440 -2.92337 -4.19365 -0.02 -0.01 -0.03
N 1.89614 -0.42935 1.23402 -0.03 -0.01 -0.09
C 3.04082 0.34736 0.73216 0.01 0.01 0.04
C 2.86139 0.72950 -0.74180 -0.01 -0.01 -0.04
O 3.85218 0.99397 -1.39938 0.00 0.03 -0.01
O 1.64006 0.78717 -1.15850 0.13 0.05 0.00
H 1.82377 -0.37365 2.24245 0.00 0.00 0.00
H 1.96559 -1.40454 0.95748 0.01 0.02 0.03
H 3.99463 -0.16464 0.85455 -0.01 -0.02 -0.01
H 3.07947 1.28637 1.28773 0.02 -0.01 0.01
C -2.54507 -1.83630 2.81545 0.00 0.03 0.03
C -2.70799 -0.92753 3.85409 0.01 0.02 -0.03
C -2.08103 0.30100 3.78532 -0.02 -0.02 0.01
C -1.30644 0.61881 2.67104 -0.04 -0.01 0.00
N -1.17059 -0.27032 1.66057 0.01 0.16 -0.23
C -1.76462 -1.46686 1.74111 0.01 -0.08 -0.04
C -0.57992 1.86714 2.45581 0.02 0.01 0.01
C -0.57997 2.93362 3.35945 0.00 -0.01 0.00
C 0.13804 4.07765 3.07570 0.01 0.00 -0.01
C 0.85673 4.15752 1.88189 -0.01 0.00 0.02
C 0.85595 3.10470 0.98481 0.00 0.00 -0.03
C 0.14070 1.93014 1.24922 0.03 0.08 0.01
H -3.01812 -2.80734 2.82051 0.00 0.00 0.00
H -3.32230 -1.17639 4.71010 0.01 0.00 0.01
H -2.19182 1.01994 4.58389 0.01 0.01 0.01
H -1.60840 -2.12848 0.90155 0.02 0.08 0.15
H -1.14232 2.87392 4.28386 -0.01 0.00 0.01
H 0.13818 4.90775 3.77038 0.00 0.00 0.00
H 1.41366 5.05779 1.65015 0.00 0.01 0.00
H 1.40107 3.18960 0.05148 0.00 0.00 0.00
N -4.43936 4.52713 -4.01065 -0.02 0.01 0.00
C -3.73069 3.87477 -3.38039 0.02 -0.01 -0.01
C -2.84271 3.06699 -2.59296 -0.01 -0.01 0.01
C -1.53016 2.85204 -3.00928 0.00 0.00 -0.01
C -0.67306 2.08034 -2.24243 0.04 0.02 0.00
C -1.08836 1.50526 -1.03740 -0.29 -0.17 0.02
C -2.41244 1.74180 -0.63989 0.02 0.00 0.00
C -3.28569 2.49785 -1.39955 0.01 0.01 0.00
H -1.18800 3.28839 -3.93947 0.00 0.01 0.00
H 0.34120 1.92052 -2.58324 0.00 0.00 0.01
H -2.77769 1.31423 0.28766 -0.01 0.01 -0.02
H -4.30581 2.65870 -1.07416 -0.01 0.00 0.00
```
Forces are in eV/Å.

---

No. 3
A molecular structure, C10H21AuGeO5. Source: the Open Molecules 2025 dataset; level of theory: ωB97M-V with the def2-TZVPD basis set.

Values from the calculation:
strongest force on any atom	0.954	eV/Å
HOMO level	-1.57	eV
E	-2982.489251	hartree
charge	-2
HOMO-LUMO gap	6.77	eV

```
38
Properties=species:S:1:pos:R:3:forces:R:3
Au -1.10990 0.81327 0.40867 -0.77 0.28 -0.49
C 3.75458 0.15519 1.64930 -0.02 0.00 0.00
C 2.64255 -0.87067 1.41175 -0.05 0.01 0.49
C 3.19275 -2.28852 1.49294 -0.02 0.01 0.09
O 2.10012 -0.69803 0.12106 -0.03 0.06 -0.20
C 1.56864 -0.66030 2.55118 -0.22 -0.02 0.08
O 1.95236 -0.99396 3.69031 0.05 0.00 0.02
O 0.44885 -0.17263 2.23916 0.72 -0.14 -0.27
H 4.57912 -0.00642 0.94736 -0.02 0.00 -0.03
H 4.12456 0.07439 2.67266 0.00 -0.02 -0.02
H 3.35782 1.16010 1.49495 0.01 0.01 0.00
H 4.02387 -2.42090 0.79269 -0.03 0.02 -0.06
H 2.39951 -2.99387 1.23779 0.03 -0.04 0.00
H 3.53337 -2.48789 2.50842 0.00 -0.01 -0.02
H 1.28868 -0.18487 0.25536 -0.23 0.01 0.04
C -2.37354 3.58660 -0.82493 0.21 0.10 0.15
C -0.87194 3.84937 -0.57169 -0.21 0.15 -0.13
O -0.42471 4.95611 -0.92485 0.01 -0.11 0.05
O -0.20580 2.91789 -0.02794 0.21 -0.31 0.20
H -2.87465 4.51479 -1.10097 0.03 0.00 -0.04
H -2.82651 3.16299 0.07213 -0.05 -0.06 -0.06
H -2.48072 2.85432 -1.62664 -0.02 -0.05 0.03
C -1.94886 -3.24897 1.06476 -0.01 0.24 -0.08
Ge -2.84398 -2.15103 -0.31474 -0.13 -0.36 -0.10
C -4.72345 -2.88254 -0.40748 0.18 0.12 0.04
C -2.04603 -2.70005 -2.05278 -0.02 0.13 0.18
C -2.88811 -0.24488 -0.01167 0.31 -0.22 0.09
H -2.02712 -4.31662 0.84531 -0.04 0.01 -0.08
H -2.38700 -3.06519 2.04715 0.02 0.03 0.00
H -0.89468 -2.97258 1.11625 -0.01 0.04 0.04
H -4.74472 -3.96181 -0.58431 0.05 0.01 -0.01
H -5.28146 -2.39019 -1.20825 0.02 0.00 -0.01
H -5.24791 -2.68212 0.53068 0.02 0.00 0.01
H -2.23808 -3.75891 -2.24458 -0.01 0.00 0.05
H -0.96668 -2.54086 -2.03662 -0.01 0.03 0.00
H -2.46569 -2.12214 -2.87862 0.00 0.03 0.02
H -3.58784 -0.08152 0.81677 0.04 0.05 0.03
H -3.33540 0.21446 -0.90047 -0.01 0.00 0.00
```
Forces are in eV/Å.